Density functional theory data (ωB97M-V/def2-TZVPD) for a structure of composition C55H39N3OP2RhS2Te.

Maximum force = 0.3 eV Å⁻¹
Multiplicity = 1
Net charge = +1
Relative energy (zero: lowest compared OMol25 entry of this formula, charge and spin) = 1.4 kcal/mol
LUMO energy = -3.12 eV

The geometry in XYZ format:
```
104
Properties=species:S:1:pos:R:3:forces:R:3:mulliken_charge:R:1
Rh 0.6369 0.2597 -0.1340 0.2 0.0 0.0 -1.05
O 1.1560 3.0266 1.5773 0.0 0.0 0.0 -0.80
S 0.2999 1.8716 1.3597 -0.1 0.0 0.0 1.48
C -1.3975 2.3929 1.0805 0.0 0.0 0.0 -0.03
C -2.1000 2.9592 2.1354 0.0 0.0 0.0 -0.74
C -3.4232 3.3165 1.9511 0.0 0.0 0.0 -0.95
C -4.0207 3.1072 0.7155 0.0 0.0 0.0 -0.87
C -3.2937 2.5859 -0.3426 -0.1 0.0 -0.1 -0.47
C -1.9613 2.2190 -0.1827 0.0 0.0 0.0 0.55
P -0.7947 1.6449 -1.4830 0.0 0.0 0.1 2.81
C -1.5913 0.9116 -2.9384 0.0 0.0 0.0 0.93
C -2.8613 1.2158 -3.4306 -0.1 0.0 0.0 -0.46
C -3.2860 0.6899 -4.6397 0.0 0.0 0.0 -0.97
C -2.4341 -0.1041 -5.3984 0.0 0.0 0.0 -0.87
C -1.1471 -0.3561 -4.9513 0.0 0.0 0.0 -1.13
C -0.7309 0.1475 -3.7267 0.0 -0.1 0.0 -0.34
C -0.2929 3.2772 -2.1529 0.0 0.0 -0.1 1.32
C 0.0191 4.3358 -1.3007 0.0 0.0 0.0 -0.62
C 0.3256 5.5842 -1.8186 0.0 0.0 0.0 -1.01
C 0.3176 5.7939 -3.1895 -0.1 0.0 0.0 -0.60
C 0.0284 4.7408 -4.0425 -0.1 0.0 0.0 -0.99
C -0.2691 3.4872 -3.5312 -0.1 0.0 0.0 -0.56
C 0.0825 1.0198 2.9178 0.0 0.0 0.0 -0.17
C 0.5295 1.6194 4.0752 0.0 0.0 0.0 -0.55
C 0.3381 0.9467 5.2789 0.0 0.0 0.0 -0.93
C -0.2834 -0.2923 5.2949 0.0 0.0 0.0 -0.98
C -0.7103 -0.8862 4.1097 0.0 0.0 0.0 0.20
C -0.5285 -0.2295 2.9019 0.0 0.0 0.0 -1.18
P -0.9266 -0.9196 1.2659 0.0 0.1 0.0 1.83
C -2.7310 -0.7557 1.0834 0.0 0.0 0.0 0.74
C -3.2847 -0.7563 -0.1951 0.0 0.0 0.0 0.84
C -4.6591 -0.7419 -0.3731 0.0 0.0 0.0 -1.11
C -5.4973 -0.7027 0.7316 0.0 0.0 0.0 -0.96
C -4.9559 -0.6765 2.0092 0.0 0.0 0.0 -0.73
C -3.5803 -0.7104 2.1865 0.0 0.0 0.0 -0.93
C -0.6845 -2.7149 1.4124 -0.1 0.0 0.0 0.75
C 0.4414 -3.2384 2.0503 0.0 0.0 0.0 -0.52
C 0.6514 -4.6082 2.0771 0.0 0.0 0.0 -0.82
C -0.2524 -5.4682 1.4672 0.0 0.0 0.0 -0.79
C -1.3798 -4.9551 0.8431 0.0 0.0 0.0 -0.68
C -1.5985 -3.5855 0.8174 0.0 0.0 0.0 -0.45
H -1.6228 3.1008 3.0964 0.0 0.0 0.0 0.60
H -3.9871 3.7454 2.7681 0.0 0.0 0.0 0.45
H -5.0618 3.3621 0.5679 0.0 0.0 0.0 0.46
H -3.7939 2.4517 -1.2893 0.0 0.1 0.2 0.08
H -3.5183 1.8927 -2.9045 0.1 -0.1 -0.1 0.43
H -4.2771 0.9238 -5.0051 0.0 0.0 0.0 0.48
H -2.7669 -0.5005 -6.3485 0.0 0.0 0.0 0.42
H -0.4597 -0.9332 -5.5561 0.0 0.0 0.0 0.58
H 0.2896 -0.0132 -3.4019 0.0 -0.1 0.1 0.58
H 0.0409 4.2098 -0.2282 0.0 0.0 0.0 0.12
H 0.5645 6.3947 -1.1427 0.0 0.0 0.0 0.47
H 0.5440 6.7729 -3.5914 0.0 0.0 0.0 0.44
H 0.0407 4.8874 -5.1143 0.0 0.0 0.0 0.44
H -0.4798 2.6811 -4.2204 0.0 0.0 0.0 0.47
H 1.0326 2.5766 4.0264 0.0 0.0 0.0 0.65
H 0.6876 1.3900 6.2017 0.0 0.0 0.0 0.45
H -0.4224 -0.8140 6.2326 0.0 0.0 0.0 0.50
H -1.1542 -1.8742 4.1291 0.0 0.0 0.0 0.54
H -2.6439 -0.7504 -1.0686 0.0 0.0 0.0 -0.24
H -5.0716 -0.7520 -1.3741 0.0 0.0 0.0 0.51
H -6.5710 -0.6890 0.5982 0.0 0.0 0.0 0.41
H -5.6062 -0.6381 2.8732 0.0 0.0 0.0 0.46
H -3.1750 -0.6958 3.1897 0.0 0.0 0.0 0.34
H 1.1544 -2.5772 2.5209 0.0 0.0 0.0 0.26
H 1.5250 -5.0027 2.5796 0.0 0.0 0.0 0.52
H -0.0843 -6.5369 1.4890 0.0 0.0 0.0 0.43
H -2.0968 -5.6214 0.3814 0.0 0.0 0.0 0.48
H -2.4914 -3.2018 0.3406 0.0 0.0 0.0 0.36
N 7.3680 -3.5210 6.2486 0.0 0.0 0.0 -0.48
C 6.6129 -3.0578 5.5174 0.0 0.0 0.0 -0.10
C 5.6631 -2.4846 4.6024 0.0 0.0 0.0 0.54
C 4.4200 -2.0644 5.0695 0.0 0.0 0.0 -0.90
C 3.5047 -1.5203 4.1882 0.0 0.0 0.0 0.26
C 3.8171 -1.3903 2.8322 -0.1 0.0 0.1 -0.22
C 5.0691 -1.8082 2.3756 0.0 0.0 0.0 -0.60
C 5.9875 -2.3520 3.2536 0.0 0.0 0.0 -0.83
C 2.8460 -0.8547 1.9247 0.1 0.1 -0.1 0.72
C 2.0164 -0.4351 1.1490 -0.1 -0.2 0.0 -0.01
H 4.1814 -2.1658 6.1194 0.0 0.0 0.0 0.47
H 2.5382 -1.1846 4.5431 0.0 0.0 0.0 0.38
H 5.3191 -1.6940 1.3293 0.0 0.0 0.0 0.52
H 6.9582 -2.6742 2.9029 0.0 0.0 0.0 0.47
Te 2.9558 1.1524 -1.1299 0.0 0.2 0.2 0.45
C 2.7102 2.3331 -2.8339 0.0 -0.2 -0.1 0.09
C 3.0269 3.6565 -2.9691 0.0 -0.1 0.0 -0.31
C 3.0084 4.0962 -4.3191 0.1 -0.1 -0.1 -0.58
C 2.6747 3.1018 -5.1899 0.1 0.0 0.0 -0.63
S 2.4086 1.6263 -4.3730 0.1 0.1 0.0 -0.11
H 3.2716 4.2863 -2.1252 0.0 0.0 0.0 0.50
H 3.2306 5.1075 -4.6281 0.0 0.0 0.0 0.46
H 2.5868 3.1664 -6.2629 0.0 0.0 0.0 0.46
N 1.3661 -6.5636 -3.1880 0.0 0.0 0.0 -0.46
C 1.2855 -5.4906 -2.7887 0.0 0.0 0.0 -0.35
C 1.1686 -4.1510 -2.2782 0.0 0.0 0.0 0.54
C -0.0552 -3.4949 -2.3030 0.0 0.0 0.0 -1.41
C -0.1284 -2.2278 -1.7669 0.1 0.0 0.0 -0.02
N 0.9217 -1.5848 -1.2407 -0.1 0.0 -0.1 1.98
C 2.0992 -2.2209 -1.2314 0.0 0.0 0.0 -0.65
C 2.2645 -3.4977 -1.7353 0.0 0.0 0.0 -1.24
H -0.9384 -3.9641 -2.7117 0.0 0.0 0.0 0.68
H -1.0700 -1.7044 -1.7497 0.0 0.0 0.0 0.48
H 2.9311 -1.6898 -0.7977 0.0 0.0 0.0 0.44
H 3.2350 -3.9702 -1.6941 0.0 0.0 0.0 0.55
```
Forces are in eV/Å.

=====

Density functional theory data (ωB97M-V/def2-TZVPD) for a structure of composition C55H40NOP2RhS at a distorted geometry.

Maximum force = 1.4 eV Å⁻¹
Multiplicity = 5
Net charge = +2
Expectation value of S² = 6.032
Relative energy (zero: lowest compared OMol25 entry of this formula, charge and spin) = 11.2 kcal/mol
LUMO energy (spin up / spin down) = -6.30 / -9.36 eV

The geometry in XYZ format:
```
101
Properties=species:S:1:pos:R:3:forces:R:3:mulliken_spin:R:1
Rh 1.3982 0.2701 -0.8332 -0.5 0.1 0.4 2.52
O 2.4936 -2.1228 0.8274 1.0 -0.9 -0.1 0.04
S 1.2336 -1.4121 0.7776 -0.2 0.5 0.8 -0.01
C -0.0420 -2.7057 0.6838 -0.1 1.1 -0.7 0.19
C 0.1574 -3.8210 1.4732 -0.3 -1.1 0.5 -0.01
C -0.8190 -4.8064 1.6480 1.1 0.3 0.3 0.09
C -2.0488 -4.6020 1.0633 -0.8 0.4 -0.5 0.15
C -3.3226 -5.3745 1.1196 0.0 -0.1 0.0 -0.02
C -4.3249 -4.5669 0.2663 -0.1 -0.1 0.0 -0.02
C -3.5351 -3.4294 -0.2863 0.7 -0.7 0.7 0.15
C -3.8614 -2.3957 -1.1348 0.1 0.7 -0.6 0.12
C -2.8393 -1.5552 -1.5824 -0.9 -0.2 0.1 -0.05
C -1.5176 -1.6618 -1.1572 0.6 -0.1 0.3 0.15
P -0.1828 -0.8844 -2.1352 0.3 0.1 -1.1 0.11
C 0.6929 -2.3017 -2.8829 -0.2 0.1 0.3 -0.03
C 1.9937 -2.0303 -3.3082 -0.1 0.3 0.1 0.02
C 2.7407 -3.0106 -3.9308 0.0 0.0 0.0 0.03
C 2.1909 -4.2672 -4.1311 0.0 0.0 0.0 0.00
C 0.8978 -4.5396 -3.7133 -0.1 -0.1 0.0 0.00
C 0.1428 -3.5635 -3.0835 0.1 0.1 0.0 0.00
C -1.0747 -0.1238 -3.5222 0.2 0.0 0.4 -0.06
C -1.7611 -0.9047 -4.4498 0.1 0.1 0.0 0.00
C -2.4732 -0.2868 -5.4594 0.0 -0.2 -0.1 0.00
C -2.4937 1.0961 -5.5522 0.0 0.1 0.1 0.00
C -1.8023 1.8716 -4.6365 0.0 0.1 -0.1 0.02
C -1.0880 1.2615 -3.6226 0.1 -0.1 0.2 0.02
C -1.2125 -2.5594 -0.0901 -0.3 -0.1 0.0 0.15
C -2.2251 -3.4895 0.2212 -0.1 0.0 0.0 -0.02
C 0.9359 -0.8478 2.4874 0.1 -0.2 -0.6 0.08
C 1.5670 -1.6312 3.4343 0.0 -0.1 -0.3 0.01
C 1.3921 -1.4676 4.8092 -0.2 0.3 0.2 0.00
C 0.5348 -0.4772 5.2273 0.2 -0.3 -0.4 0.02
C 0.0845 -0.0792 6.5921 0.0 -0.1 0.4 0.00
C -0.8819 1.1010 6.3658 -0.2 0.1 0.4 0.00
C -0.8857 1.3203 4.8907 -0.1 0.2 -0.6 0.01
C -1.5303 2.2538 4.1128 0.1 -0.3 0.5 0.01
C -1.2771 2.2480 2.7418 0.2 -0.3 -0.2 0.00
C -0.4539 1.3185 2.1108 -0.2 0.2 -0.4 0.07
P -0.0388 1.7262 0.3821 -0.1 0.7 0.3 -0.08
C 1.0377 3.1991 0.4631 -0.1 -0.2 -0.2 -0.04
C 1.5846 3.5913 -0.7628 -0.1 -0.1 0.1 0.12
C 2.4312 4.6789 -0.8365 0.0 0.0 -0.1 0.02
C 2.7493 5.3792 0.3185 0.0 -0.1 0.0 0.01
C 2.2318 4.9743 1.5375 0.0 0.1 0.1 0.00
C 1.3776 3.8861 1.6190 -0.1 -0.1 -0.1 0.01
C -1.5946 2.3878 -0.3040 0.2 -0.2 -0.1 0.02
C -2.7515 1.6096 -0.2398 0.2 0.1 0.0 0.06
C -3.9246 2.0702 -0.8080 0.0 -0.1 -0.1 0.00
C -3.9503 3.2963 -1.4567 0.0 0.0 0.0 0.01
C -2.8017 4.0668 -1.5320 -0.1 0.0 -0.1 0.00
C -1.6250 3.6153 -0.9631 0.1 -0.1 0.2 0.02
C 0.1456 0.2681 2.8693 -0.4 0.4 0.3 -0.02
C -0.0610 0.3643 4.2672 0.0 -0.1 -0.1 0.00
H 1.1081 -3.9247 1.9722 0.1 0.0 0.1 0.00
H -0.6084 -5.6708 2.2577 0.0 -0.1 0.1 0.00
H -3.1713 -6.3783 0.7197 0.0 -0.1 0.0 0.02
H -3.6582 -5.4984 2.1501 0.0 0.0 0.0 0.01
H -4.7596 -5.1676 -0.5339 -0.1 0.0 0.0 0.01
H -5.1606 -4.1996 0.8649 -0.1 0.0 0.0 0.01
H -4.8648 -2.2685 -1.5076 -0.1 0.0 -0.1 0.00
H -3.0869 -0.8117 -2.3253 0.0 0.0 0.0 -0.01
H 2.4071 -1.0344 -3.1463 0.0 -0.2 0.0 0.00
H 3.7478 -2.7978 -4.2543 0.1 0.0 0.0 0.00
H 2.7761 -5.0367 -4.6100 0.0 -0.1 -0.1 0.00
H 0.4726 -5.5179 -3.8830 0.0 -0.1 0.0 0.00
H -0.8626 -3.7883 -2.7555 -0.1 0.0 0.0 0.00
H -1.7381 -1.9819 -4.3727 0.0 -0.1 -0.1 0.00
H -3.0110 -0.8861 -6.1768 0.0 0.0 -0.1 0.00
H -3.0463 1.5699 -6.3456 -0.1 0.1 -0.1 0.00
H -1.8160 2.9462 -4.7165 0.0 0.1 0.0 0.00
H -0.5363 1.8516 -2.9012 0.0 0.1 0.0 0.02
H 2.2327 -2.3995 3.0724 0.1 -0.1 0.0 0.00
H 1.9012 -2.1174 5.5024 0.1 -0.1 0.1 0.00
H -0.4002 -0.9147 7.1002 0.0 0.0 0.0 0.00
H 0.9354 0.2087 7.2125 0.0 0.0 0.0 0.00
H -1.8921 0.8797 6.7175 0.0 0.0 0.0 0.00
H -0.5592 1.9971 6.8988 0.0 0.0 0.0 0.00
H -2.1830 2.9956 4.5441 -0.1 0.1 0.0 0.00
H -1.7343 3.0205 2.1384 0.0 0.1 0.0 0.00
H 1.3400 3.0195 -1.6566 0.1 0.1 0.0 -0.01
H 2.8437 4.9777 -1.7893 0.0 0.0 0.0 0.00
H 3.4128 6.2265 0.2674 0.1 0.1 0.0 0.00
H 2.4802 5.5073 2.4404 0.1 0.1 0.1 0.00
H 0.9898 3.5894 2.5835 -0.1 -0.1 0.0 0.00
H -2.7339 0.6552 0.2712 0.0 0.0 0.1 -0.02
H -4.8218 1.4727 -0.7465 -0.1 0.0 0.0 0.00
H -4.8670 3.6549 -1.8958 -0.1 0.0 -0.1 0.00
H -2.8149 5.0238 -2.0326 0.0 0.1 0.0 0.00
H -0.7385 4.2286 -1.0208 0.0 0.0 0.0 0.00
N 7.9221 2.7894 1.3903 0.4 0.2 0.2 0.00
C 6.9830 2.4104 0.8568 0.3 0.2 0.0 0.00
C 5.7774 1.9445 0.2768 -0.8 -0.3 -0.3 0.01
C 5.6805 1.5800 -1.0669 0.1 0.1 0.3 0.00
C 4.4852 1.0830 -1.5663 -0.6 -0.2 -0.1 -0.34
C 3.3879 0.9362 -0.7264 0.6 0.1 0.3 0.48
C 3.4967 1.2959 0.6204 -0.2 -0.2 -0.1 -0.10
C 4.6727 1.8152 1.1220 0.2 0.0 -0.2 0.05
H 6.5395 1.6801 -1.7148 0.0 0.0 0.0 0.00
H 4.4348 0.8023 -2.6106 0.0 0.0 0.0 0.01
H 2.6718 1.1865 1.3214 0.0 0.0 0.0 -0.02
H 4.7523 2.1095 2.1597 0.0 0.0 0.0 0.00
```
Forces are in eV/Å.